one) This record from OMol25 describes C2HClF2S in the gas phase. The level of theory is ωB97M-V/def2-TZVPD.

As for the structure (SMILES): FC(F)C(=S)Cl. The gap between HOMO and LUMO (alpha / beta) comes out at 8.43 / 8.43 eV.

The geometry in ORCA input format:
```
! wB97M-V def2-TZVPD RIJCOSX def2/J DEFGRID3
* xyz 0 1
F 1.33 -0.77 -0.66
C 0.07 -0.64 -0.24
F -0.73 -0.93 -1.26
C -0.15 0.74 0.27
S -0.85 1.99 -0.56
Cl 0.35 0.92 1.96
H -0.02 -1.32 0.50
*
```

=====

two) This record from OMol25 describes C2HClF2S in the gas phase. The level of theory is ωB97M-V/def2-TZVPD.

As for the structure (SMILES): FC(F)(Cl)C=S. The gap between HOMO and LUMO (alpha / beta) comes out at 7.55 / 7.53 eV.

The geometry in ORCA input format:
```
! wB97M-V def2-TZVPD RIJCOSX def2/J DEFGRID3
* xyz 0 1
F 1.71 -0.61 -0.09
C 0.55 0.15 -0.19
F 0.76 1.38 0.38
Cl 0.29 0.39 -1.93
C -0.57 -0.34 0.52
S -2.13 -0.89 -0.33
H -0.61 -0.08 1.64
*
```

=====

one) comes first in stability; the runner-up is 0.0454 hartree higher.

=====

one) This record from OMol25 describes C6H8N2S in the gas phase. The level of theory is ωB97M-V/def2-TZVPD.

The gap between HOMO and LUMO comes out at 9.22 eV.

The geometry in ORCA input format:
```
! wB97M-V def2-TZVPD RIJCOSX def2/J DEFGRID3
* xyz 0 1
C -2.63 -0.19 0.18
C -1.77 -1.25 -0.22
C -2.06 1.02 0.45
C -0.40 -1.07 -0.29
C -0.67 1.18 0.56
C 0.13 0.14 0.11
N 2.66 -1.27 0.20
N 2.51 0.88 -1.02
S 2.16 0.16 0.49
H -3.66 -0.22 0.37
H -2.20 -2.27 -0.32
H -2.69 1.85 0.78
H 0.04 -1.91 -0.72
H -0.11 1.96 1.06
H 3.25 -1.78 0.82
H 1.91 1.62 -1.33
H 3.53 1.15 -1.11
*
```

=====

two) This record from OMol25 describes C6H8N2S in the gas phase. The level of theory is ωB97M-V/def2-TZVPD.

The gap between HOMO and LUMO comes out at 7.70 eV.

The geometry in ORCA input format:
```
! wB97M-V def2-TZVPD RIJCOSX def2/J DEFGRID3
* xyz 0 1
C 0.47 -0.19 -0.11
C -0.85 -0.08 -0.33
C 1.29 -0.60 -1.20
C -0.35 -0.91 -2.76
C 1.08 0.40 1.11
C -1.75 0.52 0.86
N 2.41 -0.85 -1.47
N -0.32 -1.36 -3.88
S -1.70 -0.48 -1.73
H 1.91 -0.09 1.26
H 0.51 0.32 1.99
H 1.22 1.46 0.95
H -2.82 0.68 0.49
H -1.28 1.51 1.13
H -1.71 -0.20 1.62
H 2.87 -0.84 -2.39
H -1.07 -1.67 -4.46
*
```

=====

three) This record from OMol25 describes C6H8N2S in the gas phase. The level of theory is ωB97M-V/def2-TZVPD.

As for the structure (SMILES): C[C@]12C[C@H]1CN=NC2=S. The gap between HOMO and LUMO comes out at 7.14 eV.

The geometry in ORCA input format:
```
! wB97M-V def2-TZVPD RIJCOSX def2/J DEFGRID3
* xyz 0 1
C -1.64 0.27 -0.84
C -0.38 -0.38 -0.36
C -0.01 -0.50 1.10
C 0.77 0.36 0.09
C 2.09 -0.31 -0.40
N 1.95 -0.85 -1.73
N 0.95 -1.62 -1.91
C -0.16 -1.68 -1.25
S -1.17 -2.95 -1.41
H -1.76 1.23 -0.25
H -2.54 -0.41 -0.43
H -1.72 0.29 -1.79
H 0.63 -1.43 1.45
H -0.62 -0.01 1.73
H 0.82 1.44 0.17
H 2.98 0.39 -0.36
H 2.25 -1.14 0.38
*
```

=====

four) This record from OMol25 describes C6H8N2S in the gas phase. The level of theory is ωB97M-V/def2-TZVPD.

The gap between HOMO and LUMO (alpha / beta) comes out at 7.63 / 7.63 eV.

The geometry in ORCA input format:
```
! wB97M-V def2-TZVPD RIJCOSX def2/J DEFGRID3
* xyz 0 1
C -0.98 -1.02 -1.41
C 0.98 -1.13 -0.17
C 1.15 -1.38 1.12
C -1.12 0.12 1.23
C 0.05 -0.32 -0.85
C 0.46 1.03 -1.50
N -1.69 -1.82 -1.82
N -1.06 1.41 1.59
S -0.08 -0.82 2.26
H 1.86 -1.33 -0.79
H 1.98 -2.11 1.42
H -1.95 -0.26 0.63
H 1.36 1.39 -0.90
H -0.36 1.63 -1.31
H 0.71 0.98 -2.49
H -1.25 2.12 0.93
H -0.07 1.53 2.05
*
```

=====

one) comes first in stability; the runner-up is 0.0387 hartree higher.